(1)
Molecular formula: C28H38BBrN6O2S7Zn
Method: DFT, wB97M-V/def2-TZVPD

Properties
* energy above the lowest of the compared OMol25 structures with the same formula, charge and spin: 7.7 kcal/mol
* net charge: -2
* LUMO: 3.79 eV
* total energy: -237682.3093 eV
* maximum force: 0.365 eV/A

Last column: Mulliken charge in e.
Element x y z (Å)
Zn -1.33 -1.06 -1.13  2.0058
C -2.13 1.39 -4.57  -1.9028
C -2.43 2.68 -3.82  1.4448
C -2.23 3.85 -4.80  -1.7694
C -3.88 2.63 -3.33  -1.3722
N -1.56 2.95 -2.64  0.7927
C -1.71 4.15 -1.97  -0.1708
C -0.79 4.19 -0.99  -1.5492
N -0.07 3.02 -1.04  0.2672
B 1.01 2.81 0.06  0.4525
N 2.12 1.85 -0.42  0.0661
C 2.75 2.17 -1.60  -1.1617
C 3.41 1.09 -2.04  -0.3867
N 3.18 0.07 -1.13  0.6050
C 2.45 0.57 -0.09  0.1920
S 2.17 -0.16 1.42  -0.2974
C 3.66 -1.31 -1.38  1.6889
C 2.81 -2.38 -0.69  -1.8711
C 3.56 -1.59 -2.89  -1.7916
C 5.11 -1.41 -0.90  -1.9321
N 0.37 2.44 1.41  0.0474
C 1.02 2.79 2.57  -1.2099
C 0.40 2.19 3.60  -0.1613
N -0.67 1.48 3.08  0.4515
C -0.69 1.64 1.72  -0.0175
S -1.87 1.07 0.64  -0.3733
C -1.37 0.43 3.89  1.5989
C -2.82 0.20 3.45  -1.9177
C -0.56 -0.86 3.74  -0.9039
C -1.39 0.87 5.35  -2.1530
C -0.55 2.24 -2.04  -0.3101
S 0.02 0.67 -2.43  -0.0769
H -2.81 1.36 -5.43  0.5348
H -2.30 0.51 -3.96  0.0611
H -1.10 1.36 -4.94  0.3982
H -2.84 3.68 -5.69  0.4461
H -1.18 3.91 -5.10  0.3506
H -2.52 4.81 -4.37  0.3977
H -4.54 2.48 -4.19  0.4409
H -4.18 3.55 -2.83  0.3399
H -4.00 1.79 -2.65  0.1539
H -2.47 4.86 -2.23  0.4935
H -0.60 4.94 -0.25  0.5556
H 1.53 3.91 0.22  -0.2709
H 2.63 3.14 -2.05  0.5210
H 3.97 0.95 -2.95  0.4532
H 1.74 -2.20 -0.87  0.1434
H 2.98 -2.39 0.38  0.4570
H 3.07 -3.34 -1.12  0.5874
H 2.54 -1.43 -3.23  0.2620
H 3.82 -2.63 -3.06  0.4919
H 4.24 -0.98 -3.48  0.5060
H 5.15 -1.20 0.17  0.3162
H 5.74 -0.68 -1.42  0.4046
H 5.51 -2.41 -1.09  0.4153
H 1.90 3.40 2.55  0.5158
H 0.65 2.20 4.64  0.3865
H -2.89 -0.35 2.52  0.2814
H -3.35 1.15 3.33  0.3611
H -3.31 -0.38 4.24  0.5100
H -0.43 -1.08 2.68  -0.3176
H -1.09 -1.69 4.21  0.5338
H 0.43 -0.74 4.18  0.3388
H -1.85 1.86 5.46  0.4550
H -0.40 0.89 5.81  0.4735
H -1.99 0.15 5.91  0.4616
S -0.48 -2.70 -2.73  -0.4235
S -1.82 -2.21 -4.22  -0.2011
S -3.64 -2.30 -3.27  -0.2128
S -3.58 -0.81 -1.83  -0.4905
Br 2.11 -6.80 4.51  -0.2805
C 1.01 -5.60 3.50  0.1475
C -0.36 -5.76 3.53  -0.5612
C -1.15 -4.88 2.80  -0.4796
C -0.57 -3.87 2.04  -0.0788
C 0.81 -3.73 2.04  0.7434
C 1.62 -4.59 2.77  -0.6106
C -1.45 -2.90 1.27  -0.2220
O -2.65 -2.89 1.54  -0.7804
O -0.81 -2.18 0.44  -0.4264
H -0.80 -6.56 4.11  0.4087
H -2.23 -4.96 2.80  0.4815
H 1.25 -2.91 1.47  -0.2242
H 2.69 -4.47 2.78  0.4670

---

(2)
Molecular formula: C28H38BN7O4S3Sr
Method: DFT, wB97M-V/def2-TZVPD

Properties
* energy above the lowest of the compared OMol25 structures with the same formula, charge and spin: 0.0 kcal/mol
* LUMO: -0.44 eV
* total energy: -82297.1297 eV
* maximum force: 2.924 eV/A

Last column: Mulliken charge in e.
Element x y z (Å)
Sr 0.52 -0.53 1.44  1.2626
C 1.12 -6.66 -1.49  -1.6932
C 1.12 -5.42 -0.59  1.1663
C 2.40 -5.34 0.23  -1.4173
C -0.08 -5.54 0.35  -1.9936
N 1.08 -4.21 -1.47  0.4826
C 1.98 -4.12 -2.53  -0.1816
C 1.79 -2.94 -3.12  -1.4179
N 0.80 -2.27 -2.43  0.0277
B 0.51 -0.81 -2.87  0.8995
N 1.61 0.20 -2.43  -0.2070
C 1.61 1.42 -3.08  -1.4880
C 2.48 2.23 -2.45  -0.1286
N 3.03 1.50 -1.40  0.4814
C 2.48 0.26 -1.39  0.3482
S 2.84 -1.04 -0.31  -0.3132
C 3.95 2.21 -0.45  1.2618
C 4.67 1.29 0.53  -2.0723
C 5.01 2.94 -1.29  -1.7491
C 3.10 3.21 0.34  -1.3395
N -0.93 -0.35 -2.50  -0.0766
C -1.97 -0.95 -3.18  -1.5059
C -3.12 -0.55 -2.63  -0.1586
N -2.80 0.32 -1.59  0.4240
C -1.45 0.42 -1.51  0.1785
S -0.54 1.40 -0.43  -0.0714
C -3.91 0.81 -0.70  1.4286
C -3.48 1.86 0.32  -2.2882
C -4.46 -0.41 0.04  -1.4975
C -4.98 1.43 -1.61  -1.7547
C 0.38 -3.04 -1.40  0.2678
S -0.85 -2.62 -0.26  -0.4021
H 1.07 -7.55 -0.87  0.4617
H 0.25 -6.65 -2.15  0.3870
H 2.02 -6.74 -2.10  0.4191
H 2.46 -6.19 0.91  0.4635
H 3.29 -5.34 -0.40  0.3456
H 2.41 -4.42 0.82  0.2440
H 0.02 -6.51 0.86  0.5244
H -0.10 -4.76 1.10  0.4015
H -1.03 -5.52 -0.18  0.4378
H 2.66 -4.91 -2.77  0.5167
H 2.28 -2.49 -3.96  0.5758
H 0.54 -0.82 -4.08  -0.1808
H 0.98 1.60 -3.93  0.5629
H 2.74 3.24 -2.66  0.5082
H 5.24 0.51 0.02  0.4585
H 5.37 1.92 1.09  0.5441
H 3.99 0.82 1.23  0.3701
H 5.52 2.23 -1.94  0.3931
H 4.60 3.74 -1.89  0.4071
H 5.75 3.38 -0.62  0.4578
H 2.34 2.68 0.92  0.2313
H 3.74 3.76 1.03  0.5086
H 2.60 3.92 -0.31  0.3273
H -1.78 -1.62 -4.00  0.5665
H -4.13 -0.81 -2.88  0.5259
H -2.77 1.47 1.04  0.5177
H -3.05 2.74 -0.15  0.4355
H -4.39 2.15 0.85  0.5834
H -3.68 -0.86 0.66  0.2858
H -5.28 -0.09 0.69  0.4750
H -4.84 -1.17 -0.64  0.3528
H -4.53 2.19 -2.25  0.3956
H -5.48 0.69 -2.24  0.4158
H -5.74 1.91 -0.99  0.4560
O -0.69 -0.04 3.30  -1.0958
C -0.18 1.12 3.26  0.8576
O 0.92 1.37 2.70  -0.8634
C -0.96 2.26 3.86  0.1720
C -0.67 3.55 3.45  -0.2297
C -1.40 4.61 3.97  -0.5712
C -2.40 4.34 4.89  0.0854
C -2.70 3.06 5.30  -0.5109
C -1.97 2.01 4.77  -0.3714
N -3.17 5.47 5.44  0.9971
O -2.89 6.59 5.06  -0.6075
O -4.12 5.20 6.16  -0.6055
H 0.12 3.72 2.74  0.4320
H -1.21 5.64 3.67  0.5000
H -3.49 2.90 6.02  0.4877
H -2.19 0.98 5.05  0.4758

---

(3)
Molecular formula: C28H38EuIN3OPS2
Method: DFT, wB97M-V/def2-TZVPD

Properties
* energy above the lowest of the compared OMol25 structures with the same formula, charge and spin: 26.5 kcal/mol
* expectation value of S²: 15.76
* net charge: -1
* spin multiplicity: 8
* LUMO (alpha / beta): 2.08 / 2.08 eV
* total energy: -94561.8300 eV
* maximum force: 0.883 eV/A

Last column: Mulliken spin population.
Element x y z (Å)
Eu 0.07 0.23 0.91  6.9269
C 1.37 -1.75 3.00  -0.0012
C -0.04 -1.87 3.00  -0.0025
C -0.41 -2.42 1.76  -0.0016
C 0.75 -2.65 0.99  0.0122
C 1.85 -2.25 1.78  -0.0083
H 1.96 -1.35 3.82  0.0023
H -0.71 -1.57 3.78  0.0037
H -1.41 -2.76 1.51  -0.0013
H 0.79 -3.13 0.02  0.0005
H 2.89 -2.32 1.48  0.0005
C 3.36 1.25 2.63  0.0266
C 3.67 0.52 1.36  -0.0047
N 2.80 0.34 0.41  0.0057
C 3.34 -0.37 -0.64  0.0032
C 4.64 -0.73 -0.48  -0.0003
S 5.20 -0.18 1.04  0.0001
C 2.52 -0.61 -1.84  0.0018
C 2.87 -1.29 -2.96  0.0005
S 1.67 -1.08 -4.16  0.0003
C 0.77 -0.08 -3.09  -0.0015
N 1.31 0.04 -1.92  -0.0022
C -0.51 0.60 -3.46  0.0137
H 2.29 1.26 2.80  -0.0113
H 3.72 2.28 2.56  0.0011
H 3.84 0.76 3.48  0.0005
H 5.27 -1.27 -1.17  -0.0001
H 3.76 -1.88 -3.12  0.0000
H -1.07 0.04 -4.22  0.0001
H -0.30 1.60 -3.85  0.0004
H -1.11 0.72 -2.56  -0.0066
C 1.98 3.84 -0.11  -0.0014
C 0.46 4.03 -0.10  0.0033
C 0.05 4.50 1.30  -0.0001
C 0.10 5.09 -1.14  -0.0010
C -0.08 2.63 -0.41  0.0129
H 2.49 4.81 0.02  0.0003
H 2.32 3.41 -1.06  0.0011
H 2.31 3.17 0.69  0.0009
H 0.59 5.40 1.58  0.0001
H 0.25 3.71 2.03  0.0013
H -1.02 4.71 1.35  0.0002
H 0.56 6.06 -0.90  0.0000
H -0.98 5.22 -1.21  -0.0001
H 0.47 4.78 -2.13  0.0003
H 0.07 2.48 -1.49  -0.0016
N -1.13 2.07 4.70  0.0001
C -1.12 1.40 3.44  -0.0062
O 0.05 1.40 2.88  -0.0208
C -2.25 0.81 2.97  0.0049
I -2.41 2.68 -0.47  0.0002
H -0.44 2.81 4.66  0.0005
H -2.04 2.44 4.94  0.0001
H -3.19 0.88 3.51  0.0009
H -2.28 0.23 2.05  0.0139
C -3.64 -0.73 -2.11  0.0032
P -2.52 -1.29 -0.76  0.0352
C -3.81 -1.74 0.47  0.0011
C -2.03 -2.92 -1.45  -0.0128
C -2.15 -4.10 -0.73  0.0002
C -1.67 -5.31 -1.24  0.0002
C -1.06 -5.35 -2.48  -0.0002
C -0.94 -4.18 -3.22  0.0011
C -1.42 -2.98 -2.71  0.0032
H -3.08 -0.42 -2.98  0.0001
H -4.18 0.14 -1.75  -0.0002
H -4.34 -1.52 -2.40  0.0000
H -4.46 -2.55 0.13  0.0004
H -4.41 -0.84 0.62  -0.0002
H -3.36 -2.00 1.43  0.0006
H -2.61 -4.10 0.25  -0.0001
H -1.77 -6.21 -0.65  0.0000
H -0.69 -6.29 -2.87  0.0000
H -0.47 -4.19 -4.19  0.0001
H -1.30 -2.08 -3.29  -0.0004

---

(4)
Molecular formula: C28H38Ge2N7O2RuS
Method: DFT, wB97M-V/def2-TZVPD

Properties
* energy above the lowest of the compared OMol25 structures with the same formula, charge and spin: 89.7 kcal/mol
* expectation value of S²: 8.81
* net charge: +4
* spin multiplicity: 6
* LUMO (alpha / beta): -10.77 / -13.99 eV
* total energy: -170587.2224 eV
* maximum force: 0.654 eV/A

Last column: Mulliken spin population.
Element x y z (Å)
Ru 0.08 0.70 1.01  1.6910
C -3.97 -0.63 1.80  0.0362
C -2.74 0.01 1.27  0.4383
N -1.45 -0.25 1.79  0.3398
N -1.30 -1.10 2.85  0.0633
C -0.08 -1.41 3.27  -0.0085
N 0.10 -2.23 4.28  0.0365
S 1.27 -0.78 2.40  0.1738
C -2.72 0.94 0.23  -0.0465
C -3.88 1.44 -0.41  0.1729
C -3.75 2.33 -1.44  0.0071
C -2.47 2.73 -1.87  0.1401
C -1.37 2.22 -1.23  0.0095
N -1.47 1.37 -0.19  0.0741
H -3.78 -1.57 2.32  0.0067
H -4.66 -0.87 0.99  0.0093
H -4.51 0.03 2.49  0.0215
H -2.12 -1.43 3.33  -0.0031
H -0.66 -2.60 4.84  -0.0017
H 1.03 -2.41 4.63  0.0026
H -4.85 1.12 -0.07  0.0110
H -4.63 2.72 -1.93  0.0026
H -2.35 3.42 -2.69  0.0010
H -0.37 2.50 -1.52  0.0371
C 4.01 -1.19 0.02  0.0177
Ge 3.16 -1.15 -1.70  0.2503
C 3.21 0.58 -2.55  0.0102
C 3.29 -2.67 -2.86  -0.0041
Ge 0.47 -1.09 -0.73  0.4892
C -0.70 -1.16 -2.36  0.2451
C -0.06 -0.97 -3.62  0.0402
C -0.81 -0.78 -4.74  0.1021
C -2.23 -0.89 -4.66  0.2276
C -2.87 -1.15 -3.43  0.0420
C -2.12 -1.34 -2.31  0.1359
C 0.12 -2.94 -0.19  0.1126
C -1.17 -3.35 0.21  0.0044
C -1.36 -4.62 0.73  0.0031
C -0.28 -5.51 0.82  0.0471
C 0.99 -5.11 0.41  0.0070
C 1.19 -3.84 -0.11  -0.0095
H 5.08 -1.06 -0.18  0.0172
H 3.88 -2.14 0.54  0.0014
H 3.66 -0.37 0.64  -0.0053
H 4.27 0.87 -2.58  0.0135
H 2.66 1.31 -1.96  0.0044
H 2.84 0.55 -3.57  0.0018
H 4.31 -2.62 -3.25  0.0164
H 2.60 -2.60 -3.71  0.0057
H 3.15 -3.61 -2.35  0.0022
H 1.02 -0.92 -3.70  -0.0208
H -0.33 -0.57 -5.69  0.0063
H -2.82 -0.82 -5.57  -0.0027
H -3.95 -1.25 -3.39  0.0037
H -2.62 -1.61 -1.39  -0.0088
H -2.03 -2.70 0.12  -0.0086
H -2.35 -4.94 1.05  0.0009
H -0.45 -6.51 1.18  0.0006
H 1.82 -5.80 0.50  0.0008
H 2.18 -3.56 -0.43  -0.0234
N -1.20 3.19 2.45  -0.0026
C -1.19 3.95 3.56  0.0141
C -0.19 3.46 4.37  0.0035
C 0.37 2.40 3.67  0.0127
N -0.25 2.24 2.48  0.0129
H -1.74 3.34 1.61  -0.0012
H -1.88 4.76 3.69  0.0001
H 0.09 3.82 5.35  0.0016
H 1.18 1.75 3.95  -0.0056
N 3.15 5.12 0.36  -0.0002
C 3.23 3.62 0.29  -0.0032
C 1.81 3.06 0.37  -0.0059
O 0.88 3.85 0.45  0.0173
O 1.76 1.76 0.38  0.0155
H 3.65 5.51 1.17  0.0000
H 2.14 5.33 0.45  0.0000
H 3.52 5.58 -0.47  0.0000
H 3.83 3.24 1.11  0.0002
H 3.70 3.32 -0.64  0.0002